(1)
{
  "formula": "C10H16O2",
  "method": "ωB97M-V with the def2-TZVPD basis set",
  "species": ["C", "C", "C", "C", "C", "O", "C", "C", "H", "H", "H", "H", "H", "H", "H", "H", "C", "C", "C", "O", "H", "H", "H", "H", "H", "H", "H", "H"],
  "coordinates": [[1.701, 1.804, 1.348], [1.351, 1.551, -0.089], [0.290, 2.217, -0.679], [-0.144, 1.896, -1.963], [0.563, 0.960, -2.696], [0.244, 0.804, -4.017], [1.641, 0.287, -2.123], [2.003, 0.557, -0.813], [2.788, 1.792, 1.484], [1.386, 1.009, 2.019], [1.290, 2.735, 1.731], [-0.380, 2.852, -0.092], [-1.067, 2.260, -2.375], [0.748, 0.065, -4.416], [2.172, -0.493, -2.665], [2.819, 0.016, -0.351], [-1.308, -1.103, 0.048], [-1.845, -1.570, 1.416], [-1.150, -2.805, 1.970], [-1.722, -0.431, 2.287], [-2.118, -0.729, -0.555], [-0.695, -1.854, -0.451], [-0.649, -0.246, 0.222], [-2.910, -1.724, 1.290], [-0.281, -2.488, 2.556], [-1.798, -3.348, 2.651], [-0.741, -3.394, 1.155], [-2.190, -0.623, 3.107]],
  "lowdin_charge": [-0.056, -0.309, -0.051, -0.020, -0.334, 0.035, -0.028, -0.055, 0.077, 0.074, 0.076, 0.120, 0.114, 0.115, 0.112, 0.114, -0.034, -0.469, -0.053, -0.069, 0.074, 0.076, 0.061, 0.121, 0.083, 0.072, 0.069, 0.084],
  "largest_force_ev_per_a": 1.2,
  "de_lowest_kj_mol": 35.0,
  "orbital_gap_ev": 9.1,
  "e_tot_ev": -14724.113,
  "charge": 0,
  "smiles": "Cc1ccc(O)cc1.CC(C)O"
}

(2)
{
  "formula": "C4H7NO2",
  "method": "ωB97M-V with the def2-TZVPD basis set",
  "species": ["C", "C", "C", "C", "O", "O", "N", "H", "H", "H", "H", "H", "H", "H"],
  "coordinates": [[1.310, 1.297, 0.136], [-0.938, 0.017, -0.029], [-0.269, -1.722, -0.307], [-0.163, 1.104, 0.233], [-2.304, 0.158, 0.098], [0.616, -2.032, 0.688], [-0.431, -0.707, -1.139], [-2.669, -0.253, -0.702], [1.168, -1.254, 0.856], [-0.701, -2.672, -0.654], [-0.703, 2.013, 0.495], [1.816, 0.744, 0.928], [1.546, 2.364, 0.212], [1.722, 0.944, -0.814]],
  "lowdin_charge": [-0.094, -0.484, -0.232, -0.088, 0.037, 0.079, 0.110, 0.110, 0.091, 0.135, 0.110, 0.066, 0.077, 0.081],
  "largest_force_ev_per_a": 6.2,
  "de_lowest_kj_mol": 472.4,
  "orbital_gap_ev": 8.2,
  "e_tot_ev": -9842.384,
  "charge": 0
}

(3)
{
  "formula": "C28H80N4O10",
  "method": "ωB97M-V with the def2-TZVPD basis set",
  "species": ["C", "O", "C", "C", "C", "N", "H", "H", "H", "H", "H", "H", "H", "H", "H", "H", "H", "C", "O", "C", "C", "C", "N", "H", "H", "H", "H", "H", "H", "H", "H", "H", "H", "H", "C", "O", "C", "C", "C", "N", "H", "H", "H", "H", "H", "H", "H", "H", "H", "H", "H", "C", "O", "C", "C", "C", "N", "H", "H", "H", "H", "H", "H", "H", "H", "H", "H", "H", "C", "C", "O", "H", "H", "H", "H", "H", "H", "C", "C", "O", "H", "H", "H", "H", "H", "H", "C", "C", "O", "H", "H", "H", "H", "H", "H", "C", "C", "O", "H", "H", "H", "H", "H", "H", "C", "C", "O", "H", "H", "H", "H", "H", "H", "C", "C", "O", "H", "H", "H", "H", "H", "H"],
  "coordinates": [[-3.629, -2.021, -4.700], [-2.321, -2.661, -4.561], [-1.394, -1.828, -3.972], [-0.241, -2.769, -3.511], [-0.700, -4.131, -2.808], [0.722, -1.966, -2.705], [-4.053, -2.370, -5.642], [-3.539, -0.935, -4.738], [-4.322, -2.262, -3.895], [-1.054, -0.979, -4.564], [-1.825, -1.321, -3.109], [0.397, -3.100, -4.330], [0.295, -4.490, -2.546], [-1.168, -4.720, -3.597], [-1.309, -4.054, -1.907], [0.172, -1.555, -1.963], [0.957, -1.190, -3.306], [-5.353, -4.738, -0.240], [-4.613, -4.242, 0.913], [-3.257, -4.757, 0.904], [-2.629, -4.030, 2.075], [-1.179, -4.395, 2.179], [-3.281, -4.295, 3.272], [-6.303, -4.203, -0.271], [-5.454, -5.816, -0.113], [-4.883, -4.534, -1.201], [-3.261, -5.846, 0.959], [-2.715, -4.586, -0.026], [-2.727, -2.969, 1.843], [-1.026, -5.470, 2.277], [-0.722, -3.898, 3.035], [-0.600, -4.109, 1.302], [-4.223, -4.499, 2.971], [-2.936, -5.235, 3.403], [3.642, -0.266, 4.969], [3.366, 0.874, 4.227], [3.634, 0.512, 2.813], [3.023, 1.712, 1.921], [3.250, 1.708, 0.441], [3.438, 2.917, 2.503], [2.928, -1.042, 4.692], [3.548, -0.218, 6.054], [4.678, -0.570, 4.821], [4.710, 0.524, 2.635], [3.253, -0.476, 2.551], [1.937, 1.673, 2.003], [4.310, 1.758, 0.195], [2.712, 2.551, 0.007], [2.856, 0.796, -0.008], [3.379, 2.848, 3.509], [4.372, 3.201, 2.243], [3.990, 4.854, -5.293], [4.352, 3.769, -4.411], [3.554, 2.644, -4.569], [3.488, 1.838, -3.387], [3.069, 0.458, -3.649], [2.572, 2.419, -2.472], [3.142, 5.424, -4.913], [3.619, 4.436, -6.228], [4.827, 5.464, -5.632], [2.635, 2.902, -5.096], [4.174, 2.194, -5.344], [4.447, 1.835, -2.868], [2.927, -0.009, -2.674], [3.844, -0.074, -4.201], [2.151, 0.507, -4.235], [2.901, 3.373, -2.445], [2.879, 2.065, -1.578], [-1.967, -0.443, 5.897], [-2.194, -1.910, 5.516], [-2.780, -1.855, 4.306], [-1.369, -0.490, 6.807], [-2.868, 0.149, 6.054], [-1.376, 0.103, 5.162], [-2.922, -2.347, 6.199], [-1.241, -2.414, 5.680], [-2.700, -2.736, 3.933], [3.993, -3.518, -0.222], [2.617, -3.272, 0.258], [1.671, -4.150, -0.356], [4.659, -2.668, -0.078], [4.001, -3.825, -1.268], [4.420, -4.363, 0.319], [2.425, -2.204, 0.152], [2.660, -3.468, 1.329], [1.475, -3.749, -1.205], [-1.114, 3.834, -2.600], [-0.899, 2.507, -3.481], [-0.041, 1.583, -2.894], [-0.221, 4.400, -2.335], [-1.644, 3.629, -1.670], [-1.869, 4.470, -3.061], [-0.430, 2.852, -4.402], [-1.930, 2.236, -3.711], [0.894, 1.796, -2.918], [-0.139, 6.249, 0.791], [0.503, 5.118, 1.568], [1.838, 4.929, 1.266], [-0.680, 6.870, 1.504], [-0.719, 5.873, -0.051], [0.665, 6.842, 0.356], [0.009, 4.160, 1.401], [0.421, 5.156, 2.654], [2.073, 4.116, 1.718], [-0.266, 0.657, 0.412], [-0.410, -0.346, 1.527], [-1.816, -0.572, 1.549], [-0.785, 0.217, -0.440], [0.703, 1.011, 0.060], [-0.768, 1.591, 0.663], [0.075, -0.004, 2.442], [-0.043, -1.350, 1.316], [-2.057, -0.833, 2.441], [-4.758, 1.935, 2.664], [-3.774, 2.853, 1.924], [-4.321, 4.110, 1.615], [-4.198, 1.001, 2.708], [-5.663, 1.775, 2.078], [-4.933, 2.303, 3.675], [-3.534, 2.462, 0.935], [-2.906, 3.021, 2.561], [-5.205, 4.077, 1.244]],
  "lowdin_charge": [-0.060, -0.188, -0.244, -0.357, -0.019, 0.052, 0.083, 0.079, 0.080, 0.120, 0.120, 0.130, 0.054, 0.074, 0.060, 0.061, 0.032, -0.076, -0.198, -0.175, -0.504, -0.041, 0.064, 0.086, 0.085, 0.078, 0.129, 0.110, 0.131, 0.089, 0.083, 0.072, 0.095, 0.098, -0.151, -0.197, -0.108, -0.433, -0.075, 0.043, 0.084, 0.088, 0.089, 0.120, 0.108, 0.120, 0.098, 0.073, 0.074, 0.091, 0.105, -0.078, -0.177, -0.256, -0.501, -0.050, 0.073, 0.089, 0.076, 0.088, 0.136, 0.141, 0.157, 0.083, 0.097, 0.086, 0.108, 0.021, -0.081, -0.369, -0.084, 0.066, 0.072, 0.064, 0.112, 0.111, 0.013, -0.104, -0.346, -0.083, 0.073, 0.080, 0.075, 0.092, 0.109, 0.021, -0.076, -0.296, -0.112, 0.056, 0.051, 0.059, 0.094, 0.100, 0.005, -0.061, -0.363, -0.091, 0.073, 0.059, 0.074, 0.094, 0.108, 0.015, -0.075, -0.297, -0.089, 0.067, 0.047, 0.071, 0.105, 0.098, 0.042, -0.073, -0.331, -0.096, 0.060, 0.073, 0.075, 0.103, 0.112, 0.077],
  "largest_force_ev_per_a": 4.3,
  "de_lowest_kj_mol": 339.7,
  "orbital_gap_ev": 9.8,
  "e_tot_ev": -56762.083,
  "charge": 0,
  "smiles": "COC[C@H](C)N.COC[C@H](C)N.COC[C@H](C)N.COC[C@H](C)N.CCO.CCO.CCO.CCO.CCO.CCO"
}

(4)
{
  "formula": "C10H13N2O2S",
  "method": "ωB97M-V with the def2-TZVPD basis set",
  "species": ["C", "C", "C", "C", "C", "C", "C", "C", "C", "C", "N", "N", "O", "O", "S", "H", "H", "H", "H", "H", "H", "H", "H", "H", "H", "H", "H", "H"],
  "coordinates": [[2.805, 0.539, -0.256], [4.093, 0.071, 0.013], [2.673, -1.671, 0.276], [2.471, 1.971, -0.551], [-2.160, -0.067, 0.621], [-1.288, 0.968, -0.117], [-1.213, -1.022, 1.360], [-0.182, 0.294, -1.032], [-0.223, -1.710, 0.374], [0.651, -0.706, -0.341], [3.937, -1.327, 0.087], [1.912, -0.572, -0.018], [5.162, 0.587, -0.020], [2.303, -2.741, 0.784], [1.366, 2.783, 0.552], [3.561, 2.329, -0.553], [2.217, 2.112, -1.544], [-2.863, 0.420, 1.208], [-2.446, -0.719, -0.219], [-1.965, 1.683, -0.637], [-0.882, 1.657, 0.648], [-0.604, -0.306, 1.931], [-1.797, -1.744, 1.967], [-0.712, -0.411, -1.642], [0.451, 1.051, -1.731], [0.415, -2.390, 0.843], [-0.784, -2.348, -0.376], [4.610, -1.954, 0.306]],
  "lowdin_charge": [-0.163, -0.485, -0.443, -0.756, -0.217, -0.230, -0.173, -0.124, -0.124, -0.183, 0.209, 0.103, 0.074, 0.051, 0.291, 0.082, 0.001, 0.082, 0.100, 0.107, 0.015, 0.120, 0.111, 0.093, 0.150, 0.055, 0.136, 0.120],
  "largest_force_ev_per_a": 4.8,
  "orbital_gap_ev": [5.3, 5.9],
  "e_tot_ev": -28490.161,
  "charge": -1
}

(5)
{
  "formula": "C16H20N2O3",
  "method": "ωB97M-V with the def2-TZVPD basis set",
  "species": ["C", "C", "N", "C", "C", "N", "C", "O", "C", "C", "C", "C", "C", "C", "C", "C", "O", "C", "O", "C", "C", "H", "H", "H", "H", "H", "H", "H", "H", "H", "H", "H", "H", "H", "H", "H", "H", "H", "H", "H", "H"],
  "coordinates": [[-5.733, -1.906, -0.645], [-5.087, -0.685, 0.004], [-3.979, -0.199, -0.801], [-2.746, -0.940, -0.651], [-1.972, -0.592, 0.639], [-1.745, 0.832, 0.705], [-0.559, 1.472, 0.502], [-0.518, 2.669, 0.259], [0.673, 0.672, 0.663], [1.811, 1.091, 0.097], [3.122, 0.475, 0.178], [3.374, -0.667, 0.940], [4.634, -1.247, 1.013], [5.644, -0.652, 0.294], [5.410, 0.491, -0.474], [4.171, 1.069, -0.548], [6.577, 0.874, -1.081], [7.552, -0.059, -0.670], [6.959, -1.011, 0.187], [-2.975, 1.592, 0.600], [-3.711, 1.222, -0.695], [-5.059, -2.759, -0.644], [-5.996, -1.678, -1.674], [-6.633, -2.182, -0.102], [-5.831, 0.113, 0.059], [-4.791, -0.936, 1.035], [-2.960, -2.009, -0.670], [-2.110, -0.700, -1.510], [-1.032, -1.139, 0.642], [-2.558, -0.893, 1.517], [0.636, -0.203, 1.292], [1.754, 1.992, -0.500], [2.572, -1.119, 1.501], [4.819, -2.127, 1.606], [4.004, 1.952, -1.143], [7.971, -0.569, -1.552], [8.361, 0.464, -0.135], [-2.714, 2.651, 0.604], [-3.602, 1.365, 1.470], [-4.650, 1.773, -0.765], [-3.082, 1.503, -1.545]],
  "lowdin_charge": [-0.086, -0.261, -0.186, -0.157, -0.131, -0.059, -0.460, 0.046, 0.000, -0.021, -0.213, -0.027, 0.015, -0.202, -0.194, 0.061, 0.038, -0.157, 0.039, -0.121, -0.160, 0.060, 0.075, 0.069, 0.115, 0.109, 0.113, 0.128, 0.109, 0.121, 0.094, 0.120, 0.105, 0.119, 0.128, 0.140, 0.140, 0.119, 0.126, 0.119, 0.128],
  "largest_force_ev_per_a": 1.3,
  "de_lowest_kj_mol": 311.6,
  "orbital_gap_ev": 8.3,
  "e_tot_ev": -26038.309,
  "charge": 0,
  "smiles": "CCN1CCN(C(=O)/C=C/c2ccc3c(c2)OCO3)CC1"
}

(6)
{
  "formula": "C29H28F2NOS",
  "method": "ωB97M-V with the def2-TZVPD basis set",
  "species": ["F", "C", "C", "C", "C", "C", "C", "C", "C", "C", "C", "C", "F", "C", "C", "C", "C", "H", "H", "H", "H", "H", "H", "H", "H", "H", "H", "H", "C", "O", "C", "C", "C", "C", "C", "C", "C", "C", "N", "C", "C", "C", "C", "C", "S", "H", "H", "H", "H", "H", "H", "H", "H", "H", "H", "H", "H", "H", "H", "H", "H", "H"],
  "coordinates": [[4.426, -3.664, 0.904], [4.169, -2.848, -0.148], [4.420, -3.268, -1.444], [4.165, -2.429, -2.511], [3.654, -1.171, -2.302], [3.379, -0.723, -1.002], [2.833, 0.576, -0.795], [2.483, 1.069, 0.439], [1.975, 2.325, 0.666], [1.649, 2.811, 1.965], [1.877, 2.053, 3.126], [1.565, 2.541, 4.374], [1.804, 1.789, 5.476], [1.012, 3.805, 4.489], [0.776, 4.568, 3.363], [1.088, 4.088, 2.115], [3.655, -1.591, 0.066], [4.816, -4.256, -1.593], [4.365, -2.766, -3.513], [3.459, -0.518, -3.134], [2.684, 1.208, -1.652], [2.608, 0.427, 1.287], [1.827, 2.976, -0.177], [2.312, 1.073, 3.080], [0.775, 4.171, 5.472], [0.344, 5.549, 3.464], [0.905, 4.683, 1.238], [3.480, -1.296, 1.083], [2.713, 3.054, -8.332], [3.157, 4.202, -7.657], [3.266, 3.965, -6.253], [2.053, 4.138, -5.445], [1.563, 3.117, -4.617], [0.481, 3.343, -3.802], [-0.154, 4.572, -3.813], [0.277, 5.570, -4.667], [1.357, 5.354, -5.489], [4.497, 3.616, -5.735], [4.905, 3.443, -4.410], [4.059, 3.767, -3.260], [6.267, 3.075, -4.223], [6.837, 2.813, -2.878], [6.947, 3.003, -5.391], [8.375, 2.682, -5.591], [5.890, 3.357, -6.760], [2.589, 3.292, -9.389], [3.450, 2.257, -8.219], [1.759, 2.724, -7.919], [2.056, 2.160, -4.626], [0.133, 2.563, -3.148], [-0.983, 4.754, -3.150], [-0.222, 6.524, -4.678], [1.700, 6.124, -6.161], [4.649, 3.950, -2.365], [3.478, 4.662, -3.469], [3.381, 2.944, -3.055], [7.866, 2.458, -2.921], [6.828, 3.719, -2.271], [6.250, 2.052, -2.361], [8.891, 2.479, -4.654], [8.485, 1.804, -6.228], [8.891, 3.509, -6.080]],
  "lowdin_charge": [0.088, -0.225, 0.048, -0.031, 0.004, -0.193, 0.079, -0.047, 0.081, -0.194, 0.075, -0.226, 0.088, 0.048, -0.032, 0.003, 0.075, 0.135, 0.123, 0.122, 0.115, 0.090, 0.134, 0.122, 0.135, 0.123, 0.125, 0.122, -0.101, -0.151, -0.268, -0.195, -0.083, -0.106, -0.093, -0.077, -0.011, -0.421, -0.098, -0.026, -0.309, -0.028, -0.524, -0.097, 1.096, 0.096, 0.077, 0.090, 0.111, 0.093, 0.098, 0.106, 0.124, 0.081, 0.104, 0.050, 0.076, 0.086, 0.078, 0.069, 0.081, 0.085],
  "largest_force_ev_per_a": 1.9,
  "orbital_gap_ev": 2.4,
  "e_tot_ev": -50326.086,
  "charge": 1
}